Run 1
ORCA calculation (the ωB97M-V functional and the def2-TZVPD basis) on a molecular structure, C8H14Br6Cl6.

Results
* spin multiplicity: 1

XYZ file:
```
34
C8H14Br6Cl6 (the ωB97M-V functional and the def2-TZVPD basis)
C 0.1373 2.7087 -2.5025
Cl -0.5345 1.5611 -1.2244
Cl 1.2584 3.8634 -1.7420
Cl -0.9624 3.6157 -3.5391
H 0.8686 2.2326 -3.1557
C -0.6738 -0.6225 -0.9978
Cl -2.2871 -1.0929 -0.3322
Cl 0.2876 -2.0285 -1.5089
Cl 0.0571 0.3940 0.2394
H -0.7771 0.0865 -1.8192
Br -0.9825 -3.2233 0.9805
C -2.8446 -3.1312 0.3681
C -3.8424 -2.8248 1.5099
Br -3.8941 -4.2378 2.8924
H -3.1573 -4.0441 -0.1389
H -3.0355 -2.3049 -0.3166
H -4.8406 -2.7612 1.0767
H -3.7133 -1.9280 2.1159
Br 3.1992 2.0064 -2.4638
C 3.1058 0.1663 -1.5112
C 2.3429 0.2658 -0.2559
Br 2.0842 -1.4043 0.7424
H 4.0610 -0.2750 -1.2268
H 2.6413 -0.5726 -2.1642
H 1.3577 0.6403 -0.5338
H 2.8692 0.9740 0.3840
Br -0.3042 0.1142 3.5343
C 0.2352 1.6064 2.2286
C 1.6666 1.3541 1.5930
Br 2.0388 2.8674 0.3164
H 0.0987 2.5680 2.7233
H -0.4977 1.5371 1.4248
H 1.5873 0.4736 0.9554
H 2.4503 1.4157 2.3481
```

=====

Run 2
ORCA calculation (the ωB97M-V functional and the def2-TZVPD basis) on 5 unconnected molecules or ions with the total composition C8H14Br6Cl6.

Results
* spin multiplicity: 1
* SMILES: ClC(Cl)Cl.ClC(Cl)Cl.BrCCBr.BrCCBr.BrCCBr

XYZ file:
```
34
C8H14Br6Cl6 (the ωB97M-V functional and the def2-TZVPD basis)
Cl -1.6622 4.2654 4.4119
C -1.5394 3.1539 3.0262
Cl 0.0691 3.2177 2.2992
Cl -2.7759 3.4959 1.8164
H -1.6756 2.1495 3.3933
Cl 1.9756 -2.5319 1.3055
C 2.4017 -0.8140 1.2329
Cl 4.1172 -0.6279 0.8327
Cl 1.9919 0.0271 2.7459
H 1.8157 -0.3610 0.4469
Br 3.9980 -2.6747 -2.9044
C 2.2465 -1.8656 -2.6353
C 1.3076 -2.9574 -2.2757
Br -0.4745 -2.2370 -1.9097
H 1.9805 -1.3491 -3.5530
H 2.3098 -1.0666 -1.8920
H 1.6144 -3.5356 -1.4204
H 1.1747 -3.6093 -3.1315
Br -1.9100 4.5983 -2.2726
C -0.4986 3.3680 -2.7274
C -0.3845 2.3225 -1.6755
Br 1.3032 1.3627 -1.9130
H 0.4185 3.9344 -2.8393
H -0.7179 2.9112 -3.6867
H -1.1692 1.5802 -1.7626
H -0.3447 2.6980 -0.6659
Br -2.6122 -3.9669 2.7878
C -1.6649 -2.2924 2.5728
C -2.2168 -1.5575 1.3714
Br -1.0886 -0.0572 0.9687
H -0.6193 -2.5461 2.4482
H -1.7867 -1.7205 3.4835
H -3.1877 -1.1253 1.6141
H -2.3959 -2.1887 0.5075
```

=====

The data favor run 2; the next most stable structure lies 543.1 kcal/mol above it.

=====

Run 1
ORCA calculation (the ωB97M-V functional and the def2-TZVPD basis) on a single C9H11NO3 molecule.

Results
* spin multiplicity: 1
* SMILES: NO[C@@H](Cc1ccccc1)C(=O)O

XYZ file:
```
24
C9H11NO3 (the ωB97M-V functional and the def2-TZVPD basis)
N -0.5762 -0.9848 -1.9493
O 0.4531 -1.8831 -1.3364
C 0.5287 -2.0309 0.1178
C 1.3282 -0.8643 0.7616
C 0.7873 0.5747 0.6067
C -0.5138 0.8168 1.1202
C -1.2214 1.9860 0.8931
C -0.7253 2.8848 -0.0861
C 0.4972 2.6858 -0.6496
C 1.2957 1.5874 -0.1953
C -0.7820 -2.3989 0.8418
O -0.7462 -2.7915 1.9580
O -1.9111 -2.2248 0.1697
H 0.0189 -0.0520 -1.9841
H -0.4633 -1.3914 -2.8771
H 1.0268 -3.0564 0.0720
H 1.5371 -1.1435 1.8431
H 2.3241 -0.8580 0.3136
H -0.9258 0.1125 1.9221
H -2.1871 2.1735 1.4117
H -1.3489 3.7854 -0.2225
H 1.0544 3.3012 -1.3703
H 2.3417 1.5081 -0.6312
H -1.7921 -1.7366 -0.7294
```

=====

Run 2
ORCA calculation (the ωB97M-V functional and the def2-TZVPD basis) on a single C9H11NO3 molecule.

Results
* spin multiplicity: 1

XYZ file:
```
24
C9H11NO3 (the ωB97M-V functional and the def2-TZVPD basis)
C -0.9259 -2.1228 0.0395
C 0.4251 -1.5988 0.0134
C -2.0847 -1.4535 0.1109
C 0.7087 -0.3145 -0.1590
C -4.0314 0.4172 -0.2463
C -1.3645 0.9818 -0.0783
C -2.3165 -0.0144 0.0462
C 2.4704 0.9334 -1.2196
C 2.2543 0.8933 1.2072
N 2.1028 0.1322 -0.0443
O -4.1373 1.5959 -0.4224
O -4.6922 -0.5810 -0.1973
O -1.7642 0.8971 1.1744
H -0.9856 -3.2040 0.0600
H 1.2146 -2.3538 0.1514
H -3.0111 -2.0104 0.1801
H -1.0757 1.8484 -0.6307
H 1.8427 1.8221 -1.2505
H 3.5194 1.2283 -1.1788
H 2.2883 0.3512 -2.1215
H 1.4852 1.6644 1.2419
H 2.1055 0.2281 2.0558
H 3.2417 1.3520 1.2672
H 2.7303 -0.6922 0.0009
```

=====

The data favor run 1; the next most stable structure lies 109.1 kcal/mol above it.